No. 1
{
  "formula": "C8H14N3O4",
  "method": "ωB97M-V with the def2-TZVPD basis set",
  "elements": ["C", "C", "C", "C", "C", "C", "C", "C", "N", "N", "N", "O", "O", "O", "O", "H", "H", "H", "H", "H", "H", "H", "H", "H", "H", "H", "H", "H", "H"],
  "positions_angstrom": [[-0.974, -0.523, 0.897], [-1.621, -0.889, 2.107], [0.471, 0.801, 2.274], [0.052, 0.348, 1.015], [-1.372, -0.327, 3.286], [-0.231, 0.421, 3.404], [0.912, 0.635, -0.171], [0.397, -0.078, -1.398], [-0.773, 0.292, -1.813], [1.025, -0.992, -2.066], [-0.085, -1.194, -4.527], [-2.072, -0.677, 4.389], [0.203, 0.741, 4.603], [0.866, 2.050, -0.413], [2.223, 0.200, 0.106], [-1.179, -1.012, -0.002], [-2.386, -1.604, 1.856], [1.181, 1.650, 2.408], [-1.259, -0.266, -2.481], [-1.168, 1.078, -1.367], [1.883, -1.254, -1.673], [0.666, -1.282, -3.065], [0.356, -1.710, -5.257], [0.025, -0.217, -4.820], [-0.965, -1.483, -4.598], [-2.881, -1.034, 4.038], [0.822, 1.411, 4.403], [1.698, 2.302, -0.732], [2.378, 0.122, 1.076]],
  "relative_energy_kj_mol": 28.0,
  "energy_ha": -778.23636,
  "multiplicity": 1,
  "lumo_energy_ev": -2.803,
  "e_homo_ev": -11.6950,
  "homo_lumo_gap_ev": 8.89,
  "charge": 1
}

=====

No. 2
{
  "formula": "C8H14N4O2P",
  "method": "ωB97M-V with the def2-TZVPD basis set",
  "elements": ["C", "C", "C", "C", "C", "C", "C", "C", "N", "N", "N", "N", "O", "O", "P", "H", "H", "H", "H", "H", "H", "H", "H", "H", "H", "H", "H", "H", "H"],
  "positions_angstrom": [[1.020, -0.445, 2.236], [1.562, 0.399, 1.363], [0.903, -0.527, -1.738], [-2.410, 0.069, 1.210], [-0.352, -1.038, 1.890], [0.939, 0.893, 0.100], [-0.531, 0.437, -0.177], [3.152, 0.255, -1.174], [1.723, 0.253, -1.037], [-1.117, -0.229, 0.897], [-0.358, -0.538, -1.319], [1.127, -1.374, -2.792], [-3.014, -0.494, 2.085], [-2.922, 1.100, 0.482], [-4.537, 1.543, 1.060], [1.351, -0.942, 3.063], [2.551, 0.826, 1.578], [-0.371, -2.086, 1.464], [-0.975, -1.228, 2.679], [1.080, 2.001, -0.184], [-1.178, 1.349, -0.290], [3.356, 0.214, -2.180], [3.447, 1.268, -0.948], [3.456, -0.631, -0.677], [-0.993, -1.003, -1.915], [2.106, -1.419, -3.123], [0.585, -2.205, -2.897], [-4.397, 2.667, 0.288], [-5.200, 0.886, 0.055]],
  "energy_ha": -1023.84087,
  "multiplicity": 1,
  "lumo_energy_ev": -2.837,
  "e_homo_ev": -12.5527,
  "homo_lumo_gap_ev": 9.72,
  "smiles": "CN1C(=[NH2+])N[C@@H]2[C@H]1C=CCN2C(=O)OP",
  "charge": 1
}

=====

No. 3
{
  "formula": "C8H14N4O5",
  "method": "ωB97M-V with the def2-TZVPD basis set",
  "elements": ["C", "C", "C", "C", "C", "C", "C", "C", "H", "H", "H", "H", "H", "H", "H", "H", "H", "H", "H", "H", "H", "H", "N", "N", "N", "N", "O", "O", "O", "O", "O"],
  "positions_angstrom": [[-1.332, -0.192, 1.520], [-1.036, -0.560, 0.081], [-0.654, -1.210, 2.519], [0.863, -0.994, 2.684], [0.562, -0.275, -1.776], [2.051, 0.085, -1.907], [-0.292, 0.379, -2.872], [-0.659, 1.859, -2.703], [-3.068, -1.387, 1.628], [-3.285, 0.057, 0.885], [-1.127, 0.883, 1.810], [-0.910, -2.274, 2.227], [-1.139, -1.079, 3.521], [1.146, -2.366, 4.276], [2.572, -1.502, 3.653], [0.714, 0.506, 0.175], [0.399, -1.351, -1.913], [0.174, 0.305, -3.885], [-1.278, -0.109, -2.918], [-0.077, 3.619, -1.923], [0.793, 2.269, -1.242], [3.441, 1.148, -1.144], [-2.831, -0.379, 1.722], [1.569, -1.746, 3.571], [0.031, 0.094, -0.449], [0.195, 2.621, -1.992], [-1.808, -1.220, -0.611], [1.457, -0.153, 2.038], [2.708, -0.168, -2.921], [-1.700, 2.280, -3.145], [2.520, 0.857, -0.909]],
  "relative_energy_kj_mol": 105.6,
  "energy_ha": -908.54541,
  "multiplicity": 1,
  "lumo_energy_ev": 0.374,
  "e_homo_ev": -9.6118,
  "homo_lumo_gap_ev": 9.99,
  "smiles": "NC(=O)C[C@H](NC(=O)[C@@H](N)CC(N)=O)C(=O)O"
}

=====

No. 4
{
  "formula": "C8H14N4S",
  "method": "ωB97M-V with the def2-TZVPD basis set",
  "elements": ["C", "C", "C", "C", "C", "C", "C", "C", "H", "H", "H", "H", "H", "H", "H", "H", "H", "H", "H", "H", "H", "H", "N", "N", "N", "N", "S"],
  "positions_angstrom": [[1.439, 0.003, 1.622], [0.716, 0.992, 0.592], [1.849, 1.656, -0.330], [2.203, 0.878, -1.644], [2.088, -0.644, -1.443], [0.665, -1.024, -0.889], [-1.369, -0.245, 0.167], [-3.647, -0.591, 0.677], [2.374, 0.483, 2.139], [1.921, -0.872, 0.832], [0.643, -0.253, 2.380], [0.052, 1.722, 1.216], [1.298, 2.677, -0.469], [2.590, 1.952, 0.493], [3.184, 1.088, -2.229], [1.315, 1.242, -2.326], [1.953, -1.308, -2.358], [2.811, -0.908, -0.730], [0.686, -1.859, -0.073], [0.135, -1.361, -1.822], [-4.792, -0.209, 1.925], [-5.544, -1.126, 0.810], [-0.050, 0.111, -0.222], [-1.903, -1.252, -0.469], [-3.172, -1.429, -0.171], [-5.008, -0.229, 0.982], [-2.437, 0.508, 1.340]],
  "relative_energy_kj_mol": 327.0,
  "energy_ha": -930.30210,
  "multiplicity": 1,
  "lumo_energy_ev": 0.550,
  "e_homo_ev": -7.8950,
  "homo_lumo_gap_ev": 8.45,
  "smiles": "C[C@H]1CCCCN1c1nnc(N)s1"
}

=====

No. 5
{
  "formula": "C8H14NO3P",
  "method": "ωB97M-V with the def2-TZVPD basis set",
  "elements": ["C", "C", "C", "C", "C", "C", "C", "C", "N", "O", "O", "O", "P", "H", "H", "H", "H", "H", "H", "H", "H", "H", "H", "H", "H", "H", "H"],
  "positions_angstrom": [[0.767, -0.649, -2.809], [1.713, 1.269, -0.461], [0.552, 1.063, 0.068], [0.698, -2.000, -2.070], [-0.686, -1.454, -1.677], [2.339, 2.622, -0.654], [-1.669, -0.317, 3.419], [-2.242, -0.652, 2.119], [-0.564, -0.382, -2.558], [1.597, -0.047, -3.445], [0.516, -1.488, 1.402], [-1.602, -0.045, 1.016], [-0.182, -0.659, 0.411], [2.391, 0.560, -0.851], [-0.048, 1.785, 0.426], [0.606, -2.837, -2.647], [1.460, -2.071, -1.354], [-1.691, -1.924, -1.448], [2.630, 2.732, -1.694], [3.308, 2.938, -0.076], [1.760, 3.506, -0.137], [-0.633, -0.649, 3.355], [-1.800, 0.750, 3.684], [-2.242, -0.673, 4.406], [-3.265, -0.139, 2.207], [-2.582, -1.722, 1.936], [-1.129, 0.480, -2.568]],
  "relative_energy_kj_mol": 220.0,
  "energy_ha": -934.97426,
  "multiplicity": 1,
  "lumo_energy_ev": 0.652,
  "e_homo_ev": -8.6011,
  "homo_lumo_gap_ev": 9.25
}

=====

No. 6
{
  "formula": "C8H14NS",
  "method": "ωB97M-V with the def2-TZVPD basis set",
  "elements": ["C", "C", "C", "C", "C", "C", "C", "C", "N", "S", "H", "H", "H", "H", "H", "H", "H", "H", "H", "H", "H", "H", "H", "H"],
  "positions_angstrom": [[1.855, -1.234, 0.692], [3.012, -0.627, 1.066], [1.916, 0.611, -0.791], [1.236, -0.577, -0.448], [-0.605, -2.315, -0.600], [-1.091, 1.087, 1.468], [-1.639, 2.009, -0.832], [0.002, -1.061, -0.958], [-1.489, 0.798, 0.053], [3.336, 0.797, 0.149], [1.372, -2.076, 1.077], [3.548, -1.088, 1.961], [1.684, 1.487, -1.478], [-1.564, -2.131, 0.034], [-0.845, -2.867, -1.571], [0.082, -2.925, -0.044], [-1.592, 0.366, 2.154], [0.039, 1.193, 1.553], [-1.535, 2.118, 1.749], [-0.816, 2.775, -0.825], [-1.424, 1.560, -1.918], [-2.617, 2.482, -0.623], [-0.454, -0.601, -1.856], [-2.411, 0.218, -0.012]],
  "relative_energy_kj_mol": 269.8,
  "energy_ha": -765.82005,
  "multiplicity": 1,
  "lumo_energy_ev": [-5.415, -5.415],
  "e_homo_ev": [-12.7468, -12.7458],
  "homo_lumo_gap_ev": [7.33, 7.33],
  "charge": 1
}

=====

Number 1 is which compound?
C8H14N3O4